P:
The following is a DFT calculation (ωB97M-V/def2-TZVPD) of a molecular structure, CH4BrClOSi.

* charge: 0
* Kohn-Sham gap: 8.2 eV
* LUMO energy: -0.8 eV

CARTESIAN COORDINATES (ANGSTROEM)
C1 -3.448 -0.329 -0.762
O1 -0.381 -0.794 -0.058
Si1 0.426 0.615 0.035
Cl1 -4.160 -1.682 -0.165
Br1 -3.914 1.205 0.174
H1 -0.001 -1.480 0.375
H2 -0.106 1.383 -1.031
H3 1.812 0.574 -0.322
H4 0.067 1.280 1.255

Calculated atomic charges, method Mulliken, unit e: atom 1 (C): 0.015, atom 2 (O): -0.329, atom 3 (Si): 0.486, atom 4 (Cl): -0.002, atom 5 (Br): -0.037, atom 6 (H): 0.275, atom 7 (H): -0.142, atom 8 (H): -0.139, atom 9 (H): -0.125

=====

Q:
The following is a DFT calculation (ωB97M-V/def2-TZVPD) of a single CH4BrClOSi molecule.

* charge: 0
* Kohn-Sham gap: 11.0 eV
* structure (SMILES): Cl[SiH2]OCBr
* LUMO energy: 0.5 eV

CARTESIAN COORDINATES (ANGSTROEM)
Cl1 2.076 1.518 0.522
Si1 1.216 0.221 -0.847
O1 -0.359 0.008 -0.844
C1 -1.493 1.160 -0.116
Br1 -3.005 0.144 -0.029
H1 1.883 0.868 -2.049
H2 1.406 -1.155 -0.518
H3 -0.859 1.427 0.725
H4 -1.625 1.929 -0.954

Calculated atomic charges, method Mulliken, unit e: atom 1 (Cl): -0.276, atom 2 (Si): 0.384, atom 3 (O): -0.207, atom 4 (C): -0.208, atom 5 (Br): -0.020, atom 6 (H): -0.111, atom 7 (H): -0.120, atom 8 (H): 0.306, atom 9 (H): 0.252

=====

Quick one: least stable of them? P

=====

P:
The following is a DFT calculation (ωB97M-V/def2-TZVPD) of a molecular structure, CH4I2N2.

* charge: 0
* Kohn-Sham gap (spin up / spin down): 7.3 / 7.1 eV
* LUMO energy (spin up / spin down): -1.1 / -1.2 eV

CARTESIAN COORDINATES (ANGSTROEM)
C1 1.138 -0.175 -0.146
N1 -0.008 0.586 0.055
N2 -1.118 0.252 -0.529
I1 -1.722 -1.965 0.234
I2 -2.647 1.501 -0.055
H1 1.642 -0.164 0.749
H2 0.869 -1.263 -0.314
H3 1.893 0.134 -0.909
H4 -0.047 1.094 0.916

Calculated atomic charges, method Mulliken, unit e: atom 1 (C): -0.735, atom 2 (N): 0.141, atom 3 (N): -0.621, atom 4 (I): -0.156, atom 5 (I): 0.243, atom 6 (H): 0.375, atom 7 (H): 0.188, atom 8 (H): 0.229, atom 9 (H): 0.335

=====

Q:
The following is a DFT calculation (ωB97M-V/def2-TZVPD) of a molecular structure, CH4I2N2.

* charge: 0
* Kohn-Sham gap: 7.8 eV
* LUMO energy: -1.1 eV

CARTESIAN COORDINATES (ANGSTROEM)
C1 0.606 0.512 0.904
N1 -0.058 -0.626 0.382
N2 -0.441 -0.148 -1.362
I1 -1.066 -1.939 -2.197
I2 -1.956 1.288 -1.214
H1 -0.192 1.193 0.877
H2 0.916 0.220 1.901
H3 1.653 0.942 0.404
H4 0.540 -1.441 0.306

Calculated atomic charges, method Mulliken, unit e: atom 1 (C): -0.567, atom 2 (N): -0.300, atom 3 (N): -0.532, atom 4 (I): 0.171, atom 5 (I): 0.206, atom 6 (H): 0.212, atom 7 (H): 0.322, atom 8 (H): 0.205, atom 9 (H): 0.284

=====

Quick one: least stable of them? Q

=====

P:
The following is a DFT calculation (ωB97M-V/def2-TZVPD) of a single C2H4N2S molecule.

* charge: 0
* Kohn-Sham gap: 8.7 eV
* structure (SMILES): [H]/N=C\NC=S
* LUMO energy: 0.0 eV

CARTESIAN COORDINATES (ANGSTROEM)
H1 3.139 0.217 0.154
N1 2.501 -0.537 -0.057
C1 1.229 -0.411 0.053
N2 0.518 0.942 -0.039
C2 -0.865 0.897 0.036
S1 -1.698 -0.513 -0.020
H2 0.611 -1.273 0.250
H3 1.386 1.632 -0.069
H4 -1.291 1.881 0.114

Calculated atomic charges, method Mulliken, unit e: atom 1 (H): 0.217, atom 2 (N): -0.592, atom 3 (C): 0.053, atom 4 (N): -0.286, atom 5 (C): -0.040, atom 6 (S): -0.350, atom 7 (H): 0.367, atom 8 (H): 0.301, atom 9 (H): 0.329

=====

Q:
The following is a DFT calculation (ωB97M-V/def2-TZVPD) of a single C2H4N2S molecule.

* charge: 0
* Kohn-Sham gap: 10.1 eV
* structure (SMILES): N#CSCN
* LUMO energy: 0.4 eV

CARTESIAN COORDINATES (ANGSTROEM)
N1 -1.744 0.244 -3.795
C1 -1.771 -0.196 -2.734
S1 -1.850 -0.884 -1.194
C2 -0.145 -0.532 -0.623
N2 -0.343 0.820 0.564
H1 0.248 -1.500 -0.234
H2 0.467 -0.311 -1.497
H3 -0.533 0.441 1.548
H4 0.661 1.000 0.630

Calculated atomic charges, method Mulliken, unit e: atom 1 (N): -0.368, atom 2 (C): 0.330, atom 3 (S): -0.072, atom 4 (C): -0.440, atom 5 (N): -0.585, atom 6 (H): 0.315, atom 7 (H): 0.342, atom 8 (H): 0.240, atom 9 (H): 0.238

=====

Quick one: least stable of them? Q

=====

P:
The following is a DFT calculation (ωB97M-V/def2-TZVPD) of a molecular structure, C2H4N2S.

* charge: 0
* Kohn-Sham gap: 8.0 eV
* LUMO energy: -0.9 eV

CARTESIAN COORDINATES (ANGSTROEM)
C1 1.120 -1.153 -0.047
C2 -1.221 0.773 -0.113
H1 0.145 -1.685 1.328
H2 1.899 -1.745 -0.699
H3 0.457 1.690 0.489
H4 -1.727 1.851 -0.772
N1 1.375 0.047 -0.349
N2 0.248 0.780 0.258
S1 -2.294 -0.558 -0.095

Calculated atomic charges, method Mulliken, unit e: atom 1 (C): -0.240, atom 2 (C): -0.129, atom 3 (H): 0.257, atom 4 (H): 0.267, atom 5 (H): 0.272, atom 6 (H): 0.246, atom 7 (N): -0.328, atom 8 (N): -0.148, atom 9 (S): -0.196

=====

Q:
The following is a DFT calculation (ωB97M-V/def2-TZVPD) of 2 unconnected molecules or ions with the total composition C2H4N2S.

* charge: 0
* Kohn-Sham gap (spin up / spin down): 9.5 / 7.6 eV
* LUMO energy (spin up / spin down): -1.2 / -0.8 eV

CARTESIAN COORDINATES (ANGSTROEM)
C1 -1.741 0.728 0.379
C2 -0.465 0.830 0.770
N1 -2.834 0.789 -0.001
N2 0.242 -1.215 -0.866
S1 0.557 2.076 0.222
H1 0.049 -0.037 1.285
H2 -0.683 -1.149 -1.289
H3 0.197 -2.056 -0.271
H4 -0.403 2.500 -0.656

Calculated atomic charges, method Mulliken, unit e: atom 1 (C): 0.310, atom 2 (C): -0.289, atom 3 (N): -0.367, atom 4 (N): -0.490, atom 5 (S): -0.129, atom 6 (H): 0.307, atom 7 (H): 0.250, atom 8 (H): 0.240, atom 9 (H): 0.169

=====

Quick one: least stable of them? P

=====

P:
The following is a DFT calculation (ωB97M-V/def2-TZVPD) of a single C2H4N2S molecule.

* charge: 0
* Kohn-Sham gap: 8.3 eV
* structure (SMILES): C=NNC=S
* LUMO energy: -0.4 eV

CARTESIAN COORDINATES (ANGSTROEM)
C1 2.439 0.495 0.455
N1 1.480 1.116 -0.134
N2 0.341 0.555 -0.361
C2 -0.430 -0.295 0.382
S1 -1.882 -0.893 -0.209
H1 3.353 1.096 0.572
H2 2.480 -0.492 0.910
H3 -0.143 1.052 -1.129
H4 -0.377 -0.272 1.429

Calculated atomic charges, method Mulliken, unit e: atom 1 (C): -0.280, atom 2 (N): -0.765, atom 3 (N): 0.272, atom 4 (C): -0.125, atom 5 (S): -0.294, atom 6 (H): 0.252, atom 7 (H): 0.301, atom 8 (H): 0.290, atom 9 (H): 0.350

=====

Q:
The following is a DFT calculation (ωB97M-V/def2-TZVPD) of 2 unconnected molecules or ions with the total composition C2H4N2S.

* charge: 0
* Kohn-Sham gap (spin up / spin down): 7.8 / 8.6 eV
* LUMO energy (spin up / spin down): -2.0 / -0.6 eV

CARTESIAN COORDINATES (ANGSTROEM)
C1 -2.068 0.436 0.025
C2 1.534 -0.228 -0.407
N1 -3.164 0.756 -0.193
N2 -0.841 0.171 0.089
S1 -0.108 -1.126 -0.542
H1 1.844 -0.377 0.571
H2 1.299 0.821 -0.574
H3 2.378 -0.521 -1.105
H4 -0.874 0.066 2.137

Calculated atomic charges, method Mulliken, unit e: atom 1 (C): 0.478, atom 2 (C): -0.767, atom 3 (N): -0.419, atom 4 (N): -0.351, atom 5 (S): 0.111, atom 6 (H): 0.300, atom 7 (H): 0.286, atom 8 (H): 0.317, atom 9 (H): 0.045

=====

Quick one: least stable of them? Q

=====

P:
The following is a DFT calculation (ωB97M-V/def2-TZVPD) of 2 unconnected molecules or ions with the total composition C4H12NPS.

* charge: 0
* Kohn-Sham gap (spin up / spin down): 6.5 / 6.5 eV
* LUMO energy (spin up / spin down): -1.3 / -1.3 eV

CARTESIAN COORDINATES (ANGSTROEM)
C1 2.697 0.973 -1.342
C2 -2.445 0.109 -0.503
C3 -2.053 -0.848 1.684
C4 2.428 0.824 0.090
N1 -1.445 -0.237 0.534
P1 1.163 -1.916 -0.624
S1 2.559 -1.027 0.508
H1 3.698 0.752 -1.571
H2 1.924 0.324 -1.979
H3 2.593 1.937 -1.670
H4 -3.128 0.900 -0.014
H5 -2.090 0.634 -1.378
H6 -3.101 -0.793 -0.602
H7 -2.821 -1.600 1.242
H8 -1.221 -1.286 2.166
H9 -2.497 -0.175 2.342
H10 1.448 1.068 0.283
H11 3.048 1.295 0.830
H12 -0.757 -0.932 0.004

Calculated atomic charges, method Mulliken, unit e: atom 1 (C): -1.073, atom 2 (C): -0.832, atom 3 (C): -0.794, atom 4 (C): -0.330, atom 5 (N): -0.101, atom 6 (P): -0.037, atom 7 (S): -0.105, atom 8 (H): 0.335, atom 9 (H): 0.226, atom 10 (H): 0.368, atom 11 (H): 0.266, atom 12 (H): 0.287, atom 13 (H): 0.318, atom 14 (H): 0.294, atom 15 (H): 0.282, atom 16 (H): 0.292, atom 17 (H): 0.278, atom 18 (H): 0.369, atom 19 (H): -0.043

=====

Q:
The following is a DFT calculation (ωB97M-V/def2-TZVPD) of 2 unconnected molecules or ions with the total composition C4H12NPS.

* charge: 0
* Kohn-Sham gap: 9.4 eV
* structure (SMILES): [H]/N=C\C.CP(C)S
* LUMO energy: 0.8 eV

CARTESIAN COORDINATES (ANGSTROEM)
H1 -2.386 -1.003 1.603
N1 -1.396 -0.872 1.527
C1 -0.946 -1.885 0.946
C2 -1.729 -3.120 0.577
H2 0.118 -1.767 0.448
H3 -2.465 -3.465 1.431
H4 -2.159 -2.894 -0.360
H5 -0.995 -3.867 0.508
C3 1.878 0.746 0.380
P1 0.320 1.598 -0.145
C4 1.144 3.039 -1.007
S1 -0.167 0.559 -1.917
H6 1.614 -0.344 0.397
H7 2.624 0.895 -0.310
H8 2.153 1.232 1.229
H9 1.517 2.772 -1.910
H10 0.429 3.991 -1.133
H11 1.928 3.511 -0.479
H12 -1.481 0.874 -1.784

Calculated atomic charges, method Mulliken, unit e: atom 1 (H): 0.212, atom 2 (N): -0.520, atom 3 (C): 0.478, atom 4 (C): -1.098, atom 5 (H): -0.010, atom 6 (H): 0.305, atom 7 (H): 0.279, atom 8 (H): 0.345, atom 9 (C): -0.942, atom 10 (P): 0.184, atom 11 (C): -1.105, atom 12 (S): -0.317, atom 13 (H): 0.168, atom 14 (H): 0.420, atom 15 (H): 0.362, atom 16 (H): 0.413, atom 17 (H): 0.284, atom 18 (H): 0.389, atom 19 (H): 0.150

=====

Quick one: least stable of them? P

=====

P:
The following is a DFT calculation (ωB97M-V/def2-TZVPD) of a single C4H7FO2 molecule.

* charge: 0
* Kohn-Sham gap: 11.0 eV
* structure (SMILES): C[C@@H](F)[C@H](O)C=O
* LUMO energy: 0.8 eV

CARTESIAN COORDINATES (ANGSTROEM)
C1 -1.198 0.152 -0.855
C2 -0.676 -0.446 0.444
F1 -0.844 -1.866 0.479
C3 0.818 -0.172 0.641
O1 1.092 1.102 0.932
C4 1.968 -0.614 -0.226
O2 2.910 0.072 -0.509
H1 -0.771 1.068 -1.079
H2 -0.906 -0.430 -1.704
H3 -2.223 0.342 -0.894
H4 -1.248 -0.033 1.242
H5 1.265 -0.914 1.358
H6 1.609 1.454 0.232
H7 1.895 -1.720 -0.527

Calculated atomic charges, method Mulliken, unit e: atom 1 (C): -1.451, atom 2 (C): 0.362, atom 3 (F): -0.337, atom 4 (C): 0.252, atom 5 (O): -0.536, atom 6 (C): -0.097, atom 7 (O): -0.493, atom 8 (H): 0.411, atom 9 (H): 0.368, atom 10 (H): 0.379, atom 11 (H): 0.305, atom 12 (H): 0.188, atom 13 (H): 0.333, atom 14 (H): 0.317

=====

Q:
The following is a DFT calculation (ωB97M-V/def2-TZVPD) of a single C4H7FO2 molecule.

* charge: 0
* Kohn-Sham gap: 9.9 eV
* structure (SMILES): OCC(=CF)CO
* LUMO energy: 0.7 eV

CARTESIAN COORDINATES (ANGSTROEM)
O1 1.618 -0.787 -1.138
C1 1.331 -0.533 0.186
C2 -0.145 -0.212 0.271
C3 -0.951 -0.750 1.197
F1 -0.471 -1.586 2.131
C4 -0.580 0.851 -0.629
O2 -1.994 0.886 -0.601
H1 2.525 -0.574 -1.352
H2 1.469 -1.394 0.845
H3 1.958 0.317 0.599
H4 -2.042 -0.589 1.291
H5 -0.247 1.827 -0.257
H6 -0.182 0.748 -1.689
H7 -2.289 1.798 -0.856

Calculated atomic charges, method Mulliken, unit e: atom 1 (O): -0.517, atom 2 (C): -0.418, atom 3 (C): 0.146, atom 4 (C): -0.103, atom 5 (F): -0.259, atom 6 (C): -0.351, atom 7 (O): -0.537, atom 8 (H): 0.319, atom 9 (H): 0.268, atom 10 (H): 0.260, atom 11 (H): 0.386, atom 12 (H): 0.242, atom 13 (H): 0.246, atom 14 (H): 0.317

=====

Quick one: least stable of them? Q